A structure of composition C30H43BrCl30N3O2P in a non-equilibrium geometry. Source: the OMol25 dataset; level of theory: ωB97M-V/def2-TZVPD.

The geometry in XYZ format:
```
110
Properties=species:S:1:pos:R:3:forces:R:3:lowdin_charge:R:1
C -2.114 -1.319 1.447 0.35 0.72 0.08 -0.2046
C -3.480 -0.670 1.453 -0.34 0.45 -0.33 -0.4074
P -3.563 0.903 2.424 1.06 -0.31 1.51 0.9456
C -5.224 0.723 3.202 -0.13 0.06 -1.51 -0.2944
C -3.775 2.418 1.309 -0.76 -0.07 0.09 -0.8064
Br -4.358 3.811 2.582 0.18 -0.02 0.06 0.8529
C -4.883 2.242 0.401 -0.33 -0.10 -2.09 -0.3303
N -5.554 2.061 -0.530 0.36 0.11 1.37 0.2151
C -2.479 2.932 0.534 -0.46 0.91 1.03 -0.4570
C -2.406 4.401 0.613 0.33 1.73 -0.51 -0.2431
N -2.195 5.539 0.583 -0.32 -1.31 0.09 0.2171
C -1.199 2.428 1.147 0.90 0.49 -0.90 -0.1526
C 0.072 2.899 0.411 -0.15 -0.60 0.14 -0.1550
C 1.240 2.433 1.275 -0.51 -0.27 -0.18 -0.2009
C 1.523 0.969 1.011 1.20 -0.03 0.18 -0.1959
C 2.345 0.777 -0.279 -0.49 -0.63 -0.22 -0.1934
C 1.711 -0.159 -1.346 -0.36 1.52 0.38 -0.1544
C 1.155 0.610 -2.575 0.50 -1.36 -0.11 -0.1979
C 1.862 0.148 -3.854 -0.85 0.72 -0.58 -0.2048
C 1.871 1.166 -5.000 -0.44 -0.08 0.61 -0.1948
C 0.514 1.550 -5.603 0.44 -0.18 -0.03 -0.1681
C 0.000 2.916 -5.264 -0.10 0.20 -0.48 -0.2532
O 0.855 3.893 -5.836 0.31 -0.01 0.15 -0.1828
C 0.745 5.107 -5.123 -0.22 -0.41 -0.44 -0.1068
O -2.568 2.702 -0.881 0.44 -0.52 0.23 0.0678
C -2.371 1.457 -1.175 -1.18 -0.94 -1.14 -0.3255
N -2.459 0.373 -1.578 0.70 0.59 0.47 0.2380
H -1.422 -0.904 0.726 0.04 0.21 -0.42 0.0414
H -2.178 -2.372 1.254 -0.10 -0.58 -0.03 0.0177
H -1.647 -1.157 2.411 0.02 -0.18 0.20 -0.0253
H -3.928 -0.553 0.473 -0.01 -0.06 -0.36 0.0676
H -4.133 -1.334 2.001 -0.43 -0.10 0.27 0.0451
H -5.893 0.328 2.445 -0.36 -0.18 -0.12 0.0446
H -5.177 0.008 4.002 0.22 -0.18 0.43 0.0155
H -5.636 1.666 3.510 -0.01 0.26 0.46 -0.0161
H -1.176 1.351 1.195 -0.22 -0.39 0.23 0.0840
H -1.107 2.862 2.128 -0.42 -0.17 0.65 0.1307
H 0.047 3.960 0.213 0.04 0.40 0.13 0.1095
H 0.148 2.389 -0.544 -0.05 -0.01 -0.42 0.0986
H 0.945 2.554 2.309 0.19 0.24 0.48 0.1085
H 2.155 2.980 1.100 0.18 0.39 -0.02 0.0787
H 0.636 0.354 1.074 -0.35 -0.19 -0.24 0.0902
H 2.164 0.616 1.807 0.02 -0.18 0.51 0.0599
H 3.296 0.342 -0.006 0.40 0.07 0.14 0.0839
H 2.534 1.771 -0.674 0.12 -0.36 -0.20 0.0092
H 2.422 -0.905 -1.662 0.22 -0.27 -0.15 0.0963
H 0.900 -0.662 -0.840 -0.29 -0.48 0.02 0.0890
H 0.107 0.365 -2.669 -0.46 0.22 -0.08 0.0824
H 1.250 1.674 -2.474 0.11 0.61 0.23 0.0528
H 1.303 -0.692 -4.240 0.08 -0.77 0.01 0.1081
H 2.875 -0.160 -3.644 0.37 -0.10 0.08 0.0954
H 2.447 0.748 -5.810 0.56 0.00 -0.15 0.1043
H 2.335 2.072 -4.635 0.46 0.37 -0.14 0.0829
H 0.664 1.550 -6.674 -0.23 0.02 -0.46 0.1098
H -0.258 0.816 -5.404 -0.21 -0.30 0.20 0.1163
H -0.110 3.100 -4.201 0.13 -0.14 0.50 0.1125
H -0.985 3.031 -5.713 -0.39 0.09 0.00 0.0970
H 1.237 5.894 -5.671 0.22 0.18 -0.27 0.0853
H 1.206 5.006 -4.150 0.10 0.08 0.51 0.0604
H -0.309 5.343 -5.024 -0.28 0.37 0.24 0.0651
C -4.130 -4.127 4.327 -0.08 -0.08 -0.04 -1.5584
Cl -5.891 -4.055 4.226 0.02 0.00 0.01 0.5374
Cl -3.444 -4.824 2.864 0.08 0.51 -0.17 0.4999
Cl -3.456 -2.528 4.660 0.06 0.01 0.02 0.5517
H -3.860 -4.768 5.159 -0.14 0.10 -0.23 -0.1023
C 4.656 3.809 -2.025 -0.03 0.04 -0.14 -1.5193
Cl 2.907 3.831 -1.772 0.09 0.45 -0.16 0.6096
Cl 5.110 2.514 -3.131 -0.03 -0.03 0.04 0.5602
Cl 5.215 5.368 -2.622 0.02 0.02 0.02 0.5298
H 5.131 3.618 -1.073 0.00 -0.01 0.00 -0.0410
C 5.503 1.596 2.876 -0.13 -0.19 -0.04 -1.5127
Cl 5.605 -0.069 2.304 0.00 0.04 0.01 0.5387
Cl 5.265 2.705 1.524 -0.01 0.07 0.01 0.5634
Cl 4.205 1.772 4.058 0.25 0.47 -0.03 0.5088
H 6.436 1.847 3.359 0.04 0.03 0.01 0.0135
C -0.637 -5.609 6.867 0.08 0.10 -0.22 -1.5038
Cl -2.405 -5.574 6.838 0.15 -0.10 0.36 0.5701
Cl -0.016 -6.303 5.373 -0.12 0.08 -0.07 0.5039
Cl 0.012 -3.989 7.122 0.00 -0.01 0.06 0.5428
H -0.326 -6.233 7.693 -0.02 -0.04 0.03 0.0160
C -3.887 4.359 -7.550 0.15 0.04 -0.21 -1.5541
Cl -2.693 5.559 -7.055 -0.01 -0.01 0.03 0.5362
Cl -5.042 5.057 -8.685 -0.01 -0.01 0.02 0.5228
Cl -3.093 2.947 -8.253 -0.03 0.01 0.05 0.5240
H -4.429 4.039 -6.675 -0.06 -0.04 0.12 0.0095
C 2.778 -9.474 5.908 -0.08 -0.04 0.11 -1.5521
Cl 1.126 -9.991 5.565 0.01 0.01 -0.03 0.5187
Cl 2.788 -7.867 6.637 0.14 -0.02 0.04 0.5057
Cl 3.596 -10.640 6.947 0.01 0.01 -0.02 0.5299
H 3.315 -9.421 4.972 0.02 0.01 -0.04 0.0114
C 0.254 -6.081 0.130 0.02 0.05 0.06 -1.5502
Cl -0.840 -4.700 0.201 -0.02 0.01 -0.03 0.5364
Cl 1.186 -6.079 -1.360 0.02 0.01 -0.09 0.5377
Cl 1.326 -6.087 1.532 -0.01 -0.10 0.06 0.4997
H -0.338 -6.985 0.154 -0.04 -0.02 0.02 0.0117
C 6.575 7.392 -6.154 -0.10 -0.11 0.05 -1.5547
Cl 5.104 7.274 -7.117 0.01 0.01 -0.02 0.5266
Cl 6.277 8.302 -4.670 0.03 0.01 0.01 0.5095
Cl 7.212 5.789 -5.787 0.03 0.02 -0.02 0.5138
H 7.316 7.926 -6.731 0.03 0.03 -0.02 0.0083
C 1.860 -2.280 4.044 -0.11 0.06 0.02 -1.5173
Cl 0.107 -2.155 3.888 0.15 -0.19 0.08 0.5460
Cl 2.575 -2.945 2.577 0.04 0.11 -0.04 0.5250
Cl 2.544 -0.699 4.428 -0.09 -0.45 0.00 0.5048
H 2.090 -2.964 4.850 -0.06 0.01 0.09 -0.0032
C -4.733 -8.637 3.627 0.07 0.02 -0.11 -1.5319
Cl -5.683 -7.738 2.444 -0.01 0.01 0.04 0.5280
Cl -4.101 -10.123 2.917 0.00 -0.02 0.03 0.5302
Cl -3.418 -7.648 4.269 -0.06 -0.42 0.17 0.4974
H -5.383 -8.905 4.447 -0.02 -0.01 0.04 0.0133
```
Positions in Å, forces in eV/Å.

Properties
- LUMO (eV) = -0.14
- HOMO level (eV) = -8.95
- molar mass (g mol⁻¹) = 1652.16
- E (hartree) = -18204.60950
- max |F| (eV/A) = 2.11
- Kohn-Sham gap (eV) = 8.81
- spin multiplicity = 1

An isolated molecule of C4H8O in a non-equilibrium geometry. Source: the OMol25 dataset; level of theory: ωB97M-V/def2-TZVPD.

The geometry in XYZ format:
```
13
Properties=species:S:1:pos:R:3:forces:R:3:nbo_charge:R:1
C -1.214 -0.505 -0.835 0.40 0.14 -0.01 -0.6265
C -0.013 0.419 -0.517 0.16 0.45 -0.15 -0.1240
C 0.016 0.920 0.857 -0.37 0.05 0.17 -0.4816
C 1.230 0.077 0.680 -1.06 -0.54 -0.30 -0.0243
O 1.115 -1.321 0.453 0.77 -1.05 1.16 -0.7297
H -1.571 -1.137 -0.009 0.52 0.24 -0.14 0.2247
H -1.158 -1.124 -1.738 0.33 0.15 0.20 0.2129
H -2.021 0.231 -1.012 0.22 -0.21 -0.02 0.2172
H 0.382 0.927 -1.376 -0.28 0.90 0.06 0.2122
H -0.753 0.628 1.563 -0.40 0.13 -0.11 0.2077
H 0.262 1.983 0.863 0.30 -0.24 0.58 0.2344
H 2.060 0.292 1.412 -0.12 0.51 -1.88 0.2063
H 1.665 -1.391 -0.341 -0.47 -0.52 0.44 0.4708
```
Positions in Å, forces in eV/Å.

Properties
- LUMO (eV) = 1.06
- HOMO level (eV) = -7.93
- molar mass (g mol⁻¹) = 72.11
- energy above the lowest of the compared OMol25 structures with the same formula, charge and spin (kcal/mol) = 91.53
- SMILES = C[C@H]1C[C@H]1O
- E (hartree) = -232.29977
- max |F| (eV/A) = 1.95
- Kohn-Sham gap (eV) = 8.99
- spin multiplicity = 1

A cluster of 7 separate species, C3H20N2O6 in total in a non-equilibrium geometry. Source: the OMol25 dataset; level of theory: ωB97M-V/def2-TZVPD.

The geometry in XYZ format:
```
31
Properties=species:S:1:pos:R:3:forces:R:3:nbo_charge:R:1
C 0.642 -0.017 0.924 -1.89 -0.03 1.08 -0.6583
C -0.597 0.968 0.983 0.66 -0.90 -1.92 0.0731
N -0.400 2.188 1.817 -0.39 -2.24 -1.43 -0.8430
C -1.555 0.592 0.068 2.16 0.32 1.13 -0.0725
N -2.831 1.083 -0.079 -1.51 2.47 2.84 -0.8306
H 1.373 0.310 0.195 0.01 -0.30 -0.24 0.2033
H 1.155 -0.103 1.896 -0.53 0.03 -0.46 0.2081
H 0.170 -1.043 0.755 1.10 1.37 -0.16 0.2319
H -1.151 2.877 1.815 0.09 -0.55 0.15 0.3696
H -0.212 1.787 2.721 -0.22 0.66 0.60 0.3617
H -1.304 -0.194 -0.718 -0.31 0.85 1.50 0.1930
H -3.011 1.272 -1.035 -0.75 0.50 -0.72 0.3769
H -3.140 1.880 0.653 1.06 -2.44 -2.65 0.3642
O -2.513 2.338 -3.120 -5.60 0.36 -2.05 -0.9251
H -1.674 2.201 -2.909 5.73 -0.82 1.56 0.4641
H -2.918 2.872 -2.452 -0.09 0.51 0.48 0.4659
O -0.141 -3.495 -1.883 -2.50 0.82 -0.25 -0.9298
H 0.615 -3.656 -1.388 2.15 -0.45 1.50 0.4720
H 0.116 -3.610 -2.778 0.39 -0.34 -1.30 0.4691
O 0.627 -1.045 -3.573 -1.20 -1.39 3.55 -0.9650
H 0.128 -1.535 -2.765 1.69 1.63 -2.70 0.4903
H 0.154 -1.340 -4.337 -0.52 -0.21 -0.76 0.4646
O -0.596 -2.537 2.797 2.63 -1.04 -1.23 -0.9310
H 0.348 -2.884 2.591 -2.40 0.93 0.32 0.4675
H -0.570 -2.531 3.744 -0.22 0.10 0.96 0.4655
O 2.589 0.152 3.469 1.00 -1.65 1.11 -0.9158
H 2.006 0.843 3.663 -1.45 1.64 0.90 0.4580
H 2.810 0.351 2.586 0.83 0.10 -1.72 0.4689
O 3.503 0.682 -0.988 1.75 0.92 5.29 -0.9434
H 3.553 0.291 -1.778 -0.31 -1.90 -4.85 0.4718
H 2.823 1.302 -0.872 -1.38 1.05 -0.51 0.4752
```
Positions in Å, forces in eV/Å.

Properties
- LUMO (eV) = 0.35
- HOMO level (eV) = -7.29
- molar mass (g mol⁻¹) = 180.20
- energy above the lowest of the compared OMol25 structures with the same formula, charge and spin (kcal/mol) = 69.24
- SMILES = C/C(N)=C/N.O.O.O.O.O.O
- E (hartree) = -687.13346
- max |F| (eV/A) = 5.99
- Kohn-Sham gap (eV) = 7.65
- spin multiplicity = 1

A cluster of 2 separate species, C4H12N2 in total in a non-equilibrium geometry. Source: the OMol25 dataset; level of theory: ωB97M-V/def2-TZVPD.

The geometry in XYZ format:
```
18
Properties=species:S:1:pos:R:3:forces:R:3:nbo_charge:R:1
C -0.715 3.705 -0.544 -0.48 -0.18 -0.35 -0.5187
C -1.623 3.292 -1.437 0.97 -0.58 0.46 0.0092
N -2.657 2.402 -1.130 0.16 -0.47 -0.48 -0.8067
H -0.653 3.176 0.400 -0.10 0.50 0.33 0.1854
H -0.057 4.531 -0.764 0.29 -0.25 -0.03 0.2078
H -1.458 3.497 -2.489 -0.70 0.56 0.00 0.1900
H -2.508 1.875 -0.278 -0.01 0.27 0.12 0.3667
H -2.841 1.740 -1.873 -0.12 0.15 -0.05 0.3664
C 0.415 -2.661 1.678 0.17 -0.74 0.90 -0.4123
N 1.715 -2.771 1.073 0.16 0.91 0.16 -0.6405
C 1.927 -1.969 -0.111 0.96 -0.45 -0.05 -0.4092
H 0.162 -1.619 1.870 -0.12 0.12 -0.54 0.1931
H -0.380 -3.207 1.154 -0.17 0.35 -0.07 0.1623
H 0.467 -3.060 2.701 -0.04 -0.25 -0.22 0.1965
H 2.098 -3.698 1.009 -0.22 -0.13 -0.05 0.3616
H 1.459 -2.351 -1.024 -0.33 0.13 -0.06 0.1603
H 3.006 -1.946 -0.306 -0.14 0.03 -0.09 0.1956
H 1.643 -0.936 0.071 -0.27 0.04 0.00 0.1927
```
Positions in Å, forces in eV/Å.

Properties
- LUMO (eV) = 0.82
- HOMO level (eV) = -8.39
- molar mass (g mol⁻¹) = 88.15
- energy above the lowest of the compared OMol25 structures with the same formula, charge and spin (kcal/mol) = 38.90
- SMILES = C=CN.CNC
- E (hartree) = -269.05436
- max |F| (eV/A) = 1.22
- Kohn-Sham gap (eV) = 9.21
- spin multiplicity = 1

A cluster of 2 separate species, C4H12 in total in a non-equilibrium geometry. Source: the OMol25 dataset; level of theory: ωB97M-V/def2-TZVPD.

The geometry in XYZ format:
```
16
Properties=species:S:1:pos:R:3:forces:R:3:nbo_charge:R:1
C 0.289 -0.448 -1.766 -1.74 0.03 -1.22 -0.6188
C 1.487 -0.299 -2.671 -1.70 3.91 -1.52 -0.6104
H 0.271 -1.488 -1.554 -0.66 -0.79 0.96 0.2082
H 0.410 0.155 -0.940 0.72 0.69 2.35 0.2076
H -0.792 -0.079 -2.001 1.95 -0.90 -0.89 0.2051
H 1.212 0.293 -3.573 0.17 -0.59 0.19 0.2018
H 1.955 -1.144 -2.980 0.85 -2.89 -0.91 0.2026
H 2.283 0.300 -2.289 0.43 0.52 0.93 0.2037
C -1.140 0.798 2.882 1.13 -0.51 -3.84 -0.6104
C -0.737 -0.175 1.694 2.10 2.86 -0.56 -0.6005
H -0.204 1.228 3.102 0.71 0.98 0.99 0.2025
H -1.802 1.534 2.397 -0.05 -0.26 1.09 0.2070
H -1.457 0.186 3.638 -1.47 -0.72 2.18 0.2054
H -1.433 0.048 0.917 -0.72 -0.86 -0.72 0.2004
H -0.576 -1.222 1.914 -0.13 -0.03 0.01 0.2097
H 0.236 0.313 1.229 -1.58 -1.46 0.96 0.1861
```
Positions in Å, forces in eV/Å.

Properties
- LUMO (eV) = 1.13
- HOMO level (eV) = -10.99
- molar mass (g mol⁻¹) = 60.14
- energy above the lowest of the compared OMol25 structures with the same formula, charge and spin (kcal/mol) = 35.66
- SMILES = CC.CC
- E (hartree) = -159.52814
- max |F| (eV/A) = 4.52
- Kohn-Sham gap (eV) = 12.13
- spin multiplicity = 1

A cluster of 2 separate species, C6H17N2 in total in a non-equilibrium geometry. Source: the OMol25 dataset; level of theory: ωB97M-V/def2-TZVPD.

The geometry in XYZ format:
```
25
Properties=species:S:1:pos:R:3:forces:R:3:nbo_charge:R:1
C -1.403 0.338 -1.927 0.89 -4.22 -0.11 -0.6230
C 1.634 -1.412 -0.879 2.01 -1.53 1.36 -0.5079
C 2.270 0.078 0.702 1.05 0.98 0.15 -0.5442
C -0.789 -0.472 1.709 0.75 -2.17 0.08 -0.4540
C -0.739 1.789 0.540 -1.80 -2.59 4.34 -0.4201
C -1.495 -0.252 -0.574 -4.17 -1.06 -0.70 -0.2491
N 1.438 -0.135 -0.399 -0.10 1.20 0.13 -0.1662
N -0.780 0.294 0.457 1.29 1.19 1.63 -0.0754
H -1.983 1.134 -2.037 -1.76 3.83 -0.78 0.2233
H -0.387 0.337 -2.131 2.06 1.33 -0.73 0.2325
H -1.725 -0.432 -2.645 -0.47 0.24 0.30 0.2426
H 2.553 -1.410 -1.487 0.52 0.25 0.39 0.2761
H 1.818 -2.186 -0.063 -0.49 0.55 -1.10 0.2052
H 1.006 -1.660 -1.645 -2.51 -1.09 -1.53 0.2204
H 3.326 -0.007 0.521 1.02 -0.51 -1.50 0.2694
H 2.353 1.111 0.966 -1.06 0.64 1.18 0.2323
H 2.297 -0.708 1.431 -0.96 -0.19 1.19 0.2278
H -0.296 -1.650 1.540 -1.75 3.58 0.42 0.2499
H -0.156 0.076 2.415 -0.08 -0.39 -0.06 0.2356
H -1.851 -0.500 2.145 1.42 -0.26 -0.78 0.2577
H -0.672 1.974 1.658 0.56 0.35 -1.55 0.2278
H -0.013 2.159 -0.054 2.62 1.22 -1.68 0.2435
H -1.681 2.190 0.272 -1.11 0.22 -0.62 0.2327
H -1.269 -1.278 -0.652 0.30 -1.47 0.23 0.2275
H -2.637 -0.232 -0.255 1.79 -0.09 -0.28 0.2355
```
Positions in Å, forces in eV/Å.

Properties
- LUMO (spin up / spin down) (eV) = -6.10 / -4.72
- HOMO level (spin up / spin down) (eV) = -13.35 / -14.06
- molar mass (g mol⁻¹) = 117.22
- energy above the lowest of the compared OMol25 structures with the same formula, charge and spin (kcal/mol) = 136.16
- total charge = +1
- E (hartree) = -347.87387
- max |F| (eV/A) = 5.37
- Kohn-Sham gap (spin up / spin down) (eV) = 7.25 / 9.34
- spin multiplicity = 1